Computed, not measured: C4H6N2OS in the gas phase in a non-equilibrium geometry, with ωB97M-V with the def2-TZVPD basis set.

Bonds (Å) are listed after each position.
CARTESIAN COORDINATES (ANGSTROEM)
1 H -0.879 -1.174 2.412  C2 1.052
2 C -0.591 -0.480 1.675  H1 1.052, C8 1.348, C9 1.484
3 H 1.265 -0.807 -3.566  N12 1.022
4 H 1.179 0.742 -2.836  N12 1.048
5 H -0.093 3.150 2.065  S10 1.325
6 N 0.109 -0.115 -0.649  C7 1.297, C8 1.346
7 C 0.287 -0.762 -1.759  N6 1.297, H11 1.126, N12 1.362
8 C -0.301 -0.840 0.409  C2 1.348, N6 1.346, H13 1.077
9 C -0.475 0.874 2.271  C2 1.484, S10 1.769, O14 1.205
10 S -0.062 2.185 1.157  H5 1.325, C9 1.769
11 H -0.045 -1.828 -1.906  C7 1.126
12 N 0.750 -0.211 -2.915  H3 1.022, H4 1.048, C7 1.362
13 H -0.450 -1.889 0.218  C8 1.077
14 O -0.692 1.155 3.423  C9 1.205

Calculated values
Relative energy (zero: lowest compared OMol25 entry of this formula, charge and spin) (kcal per mole): 44.6
Largest force on an atom (eV/Å): 2.3
SMILES string: N/C=N/C=C\C(=O)S
LUMO (eV): 0.21
HOMO level (eV): -8.9